The following is a quantum chemistry calculation of a molecular structure, C36H91N5O7Ti, from the Open Molecules 2025 dataset.

Atoms and positions in Å:
1 Ti -6.71769 -21.10898 -12.41808
2 C -12.33252 -20.96031 -11.92554
3 C -10.80501 -20.72886 -12.14953
4 O -10.34699 -20.96780 -13.30312
5 O -10.08444 -20.51628 -11.16744
6 H -12.89269 -20.10976 -11.53712
7 H -12.52392 -21.87583 -11.36581
8 H -12.87413 -20.95015 -12.87140
9 C -21.54175 -23.92725 -21.51849
10 C -20.59211 -23.33224 -20.38984
11 N -20.59939 -24.07864 -18.96588
12 C -22.09505 -24.14961 -18.44337
13 C -20.19978 -25.57524 -18.96796
14 C -19.86947 -26.28218 -17.59577
15 C -19.70121 -23.27333 -17.91879
16 C -18.18123 -23.22379 -18.29754
17 O -17.34922 -22.74203 -17.20031
18 C -17.71184 -21.58165 -16.49876
19 H -21.59538 -23.53608 -22.53447
20 H -22.57692 -23.80393 -21.20019
21 H -21.54943 -25.01641 -21.56042
22 H -20.76956 -22.25916 -20.31827
23 H -19.55677 -23.29085 -20.72815
24 H -22.67112 -24.74801 -19.14917
25 H -22.43908 -23.11555 -18.42189
26 H -22.08706 -24.62897 -17.46446
27 H -19.28257 -25.70134 -19.54321
28 H -20.95740 -26.16752 -19.48111
29 H -19.29550 -27.19682 -17.74438
30 H -20.78998 -26.59302 -17.10167
31 H -19.19146 -25.73333 -16.94220
32 H -19.87105 -23.57053 -16.88394
33 H -20.10718 -22.28860 -18.15030
34 H -18.09297 -22.73394 -19.26726
35 H -17.69558 -24.19721 -18.36603
36 H -18.19181 -21.71019 -15.52860
37 H -18.28478 -20.86909 -17.09214
38 H -16.70718 -21.19303 -16.33223
39 C -0.13992 -20.83144 -17.58467
40 C -1.02592 -21.95195 -16.92298
41 N -0.85766 -23.28401 -17.72622
42 C -0.80538 -23.05766 -19.23767
43 C 0.56825 -23.87696 -17.47538
44 C 0.95352 -25.37197 -18.00129
45 C -1.95922 -24.31625 -17.40764
46 C -3.40039 -24.02380 -17.86771
47 O -3.83566 -23.02751 -17.02199
48 C -5.10463 -22.49623 -17.43656
49 H 0.90937 -21.12013 -17.64594
50 H -0.23546 -19.87618 -17.06848
51 H -0.11849 -20.70416 -18.66700
52 H -2.03622 -21.54282 -16.92446
53 H -0.68243 -22.11366 -15.90124
54 H -0.75009 -24.09097 -19.58019
55 H 0.11869 -22.57305 -19.55287
56 H -1.73052 -22.54500 -19.50109
57 H 0.62923 -23.82362 -16.38839
58 H 1.22768 -23.14017 -17.93407
59 H 0.47334 -26.20430 -17.48676
60 H 2.02955 -25.53762 -17.94807
61 H 0.84872 -25.47416 -19.08142
62 H -1.89328 -24.36340 -16.32065
63 H -1.62638 -25.26989 -17.81738
64 H -4.04490 -24.85731 -17.58848
65 H -3.42538 -23.89921 -18.95028
66 H -5.85269 -23.18011 -17.83759
67 H -5.11363 -21.50847 -17.89735
68 H -5.64482 -22.36265 -16.49929
69 C -12.64420 -30.90978 -9.15778
70 C -12.49336 -29.56041 -9.89389
71 N -12.76609 -28.33484 -8.99517
72 C -11.87108 -28.39868 -7.70506
73 C -12.57843 -26.92535 -9.75804
74 C -11.14013 -26.45444 -10.04264
75 C -14.24187 -28.34942 -8.55999
76 C -15.33342 -28.59154 -9.64365
77 O -15.31710 -27.42323 -10.40015
78 C -16.46229 -27.18153 -11.19035
79 H -12.77248 -31.68155 -9.91673
80 H -13.47198 -30.90424 -8.44865
81 H -11.87812 -31.15764 -8.42309
82 H -13.24023 -29.52400 -10.68695
83 H -11.49143 -29.45992 -10.31119
84 H -11.69101 -27.38768 -7.33963
85 H -10.89000 -28.80383 -7.95292
86 H -12.43721 -29.06044 -7.04957
87 H -13.01064 -26.17793 -9.09271
88 H -13.19998 -26.91138 -10.65335
89 H -10.49306 -26.33570 -9.17355
90 H -11.15260 -25.57096 -10.68092
91 H -10.65649 -27.20554 -10.66717
92 H -14.41627 -27.36037 -8.13636
93 H -14.37791 -29.16031 -7.84441
94 H -16.33841 -28.62411 -9.22291
95 H -15.15684 -29.49856 -10.22178
96 H -16.50274 -27.77157 -12.10594
97 H -16.35975 -26.15842 -11.55207
98 H -17.42972 -27.25484 -10.69355
99 C -11.09053 -18.21598 -4.57995
100 N -11.19586 -17.78249 -6.06042
101 C -11.20185 -19.04124 -6.91060
102 C -12.46693 -17.03731 -6.28895
103 C -9.95143 -16.90317 -6.29007
104 C -9.72741 -16.17122 -7.59267
105 O -10.45751 -14.96810 -7.68363
106 H -11.41728 -17.44327 -3.88408
107 H -10.08778 -18.48950 -4.25164
108 H -11.92679 -18.91014 -4.49683
109 H -11.25444 -18.70686 -7.94672
110 H -12.06943 -19.61879 -6.59149
111 H -10.33673 -19.68265 -6.74248
112 H -12.67725 -16.84155 -7.34040
113 H -12.30453 -16.04258 -5.87393
114 H -13.38858 -17.46489 -5.89419
115 H -9.20554 -17.69781 -6.30666
116 H -9.76428 -16.22205 -5.45992
117 H -9.88321 -16.87901 -8.40683
118 H -8.67060 -15.91948 -7.50378
119 H -9.79791 -14.29994 -7.88384
120 C -10.94794 -13.19690 -15.13960
121 N -10.98106 -14.74812 -15.01029
122 C -9.51544 -15.12101 -15.34361
123 C -11.24461 -15.22898 -13.51356
124 C -11.94843 -15.46983 -15.99327
125 C -12.04633 -17.03380 -15.74728
126 O -10.86194 -17.77293 -15.97478
127 H -10.19259 -12.75529 -14.48959
128 H -11.96824 -12.83715 -15.00670
129 H -10.57841 -12.89494 -16.11959
130 H -9.10885 -14.74465 -16.28230
131 H -9.32717 -16.18733 -15.21867
132 H -8.86034 -14.70903 -14.57600
133 H -10.95360 -16.27077 -13.37909
134 H -12.29823 -15.03034 -13.31726
135 H -10.50099 -14.61173 -13.00945
136 H -11.61586 -15.16397 -16.98521
137 H -12.88507 -14.92253 -15.88704
138 H -12.91222 -17.44487 -16.26626
139 H -12.32660 -17.22624 -14.71166
140 H -10.73840 -18.47574 -15.33260

expectation value of S²: 3.75
net charge: +5
E_HOMO (spin up / spin down): -15.9 / -15.9 eV
multiplicity: 4
frontier orbital gap (spin up / spin down): 0.2384 / 0.2452 Eh

Löwdin atomic charge list, values in e, 99 entries:
1. Ti 0.913
2. C -0.033
3. C -0.799
4. O -0.127
5. O -0.116
6. H 0.054
7. H 0.066
8. H 0.056
9. C -0.042
10. C -0.098
11. N -0.203
12. C 0.046
13. C -0.152
14. C -0.048
15. C -0.061
16. C -0.155
17. O -0.184
18. C -0.116
19. H 0.095
20. H 0.066
21. H 0.073
22. H 0.124
23. H 0.105
24. H 0.099
25. H 0.110
26. H 0.100
27. H 0.120
28. H 0.120
29. H 0.089
30. H 0.079
31. H 0.070
32. H 0.132
33. H 0.117
34. H 0.115
35. H 0.124
36. H 0.088
37. H 0.093
38. H 0.092
39. C -0.061
40. C -0.098
41. N -0.249
42. C 0.014
43. C -0.100
44. C -0.023
45. C -0.060
46. C -0.218
47. O -0.198
48. C -0.075
49. H 0.071
50. H 0.092
51. H 0.072
52. H 0.112
53. H 0.125
54. H 0.101
55. H 0.108
56. H 0.114
57. H 0.122
58. H 0.107
59. H 0.077
60. H 0.088
61. H 0.073
62. H 0.142
63. H 0.126
64. H 0.140
65. H 0.133
66. H 0.099
67. H 0.097
68. H 0.069
69. C -0.046
70. C -0.140
71. N -0.210
72. C 0.054
73. C -0.121
74. C -0.062
75. C -0.077
76. C -0.183
77. O -0.223
78. C -0.080
79. H 0.100
80. H 0.074
81. H 0.085
82. H 0.113
83. H 0.126
84. H 0.102
85. H 0.109
86. H 0.102
87. H 0.119
88. H 0.118
89. H 0.076
90. H 0.086
91. H 0.072
92. H 0.137
93. H 0.121
94. H 0.140
95. H 0.126
96. H 0.093
97. H 0.092
98. H 0.098
99. C 0.029